# 1
A cluster of 11 separate species, C33H50N2O29 in total, computed with ωB97M-V with the def2-TZVPD basis set.

Each line ends with the Löwdin charge.
Cartesian coordinates (Å):
C1 -6.048 -2.367 1.136  -0.333
O1 -5.915 -1.419 1.877  0.022
N1 -5.202 -3.398 0.858  -0.196
C2 -5.585 -4.467 -0.040  -0.049
C3 -4.015 -3.688 1.538  -0.059
H1 -6.904 -2.400 0.470  0.120
H2 -4.720 -4.633 -0.681  0.090
H3 -6.481 -4.078 -0.577  0.093
H4 -5.961 -5.329 0.512  0.095
H5 -3.758 -4.732 1.345  0.098
H6 -3.137 -3.148 1.246  0.064
H7 -4.097 -3.448 2.580  0.083
C4 0.137 -1.973 1.302  -0.336
O2 -0.713 -2.775 0.969  0.011
N2 0.086 -0.712 0.951  -0.121
C5 1.380 -0.011 0.996  0.006
C6 -1.146 -0.135 0.341  0.006
H8 0.952 -2.213 1.855  0.090
H9 1.262 0.863 0.379  0.076
H10 2.136 -0.657 0.541  0.093
H11 1.694 0.269 1.996  0.075
H12 -0.837 0.394 -0.566  0.088
H13 -1.833 -0.916 0.203  0.059
H14 -1.762 0.537 1.027  0.070
C7 0.358 1.973 3.961  -0.102
C8 -0.028 3.260 3.306  -0.122
O3 1.081 3.511 2.491  0.025
C9 2.155 2.894 3.076  -0.594
O4 3.261 3.116 2.696  0.160
O5 1.772 2.122 4.065  0.100
H15 0.122 1.133 3.337  0.109
H16 0.018 1.801 4.958  0.129
H17 -0.169 4.006 4.097  0.146
H18 -0.960 3.211 2.724  0.125
C10 6.050 -1.145 3.511  -0.120
C11 5.305 0.008 2.801  -0.105
O6 3.955 -0.301 3.162  0.040
C12 3.868 -1.649 3.243  -0.564
O7 2.904 -2.325 3.052  0.145
O8 5.081 -2.177 3.552  0.048
H19 6.490 -1.017 4.551  0.145
H20 6.866 -1.516 2.862  0.131
H21 5.481 0.069 1.721  0.100
H22 5.559 0.996 3.272  0.147
C13 -4.580 1.024 -1.237  -0.109
C14 -4.300 2.218 -2.172  -0.063
O9 -3.282 2.976 -1.404  0.067
C15 -3.247 2.517 -0.144  -0.590
O10 -2.496 2.982 0.659  0.142
O11 -4.212 1.587 0.019  0.034
H23 -4.147 0.000 -1.379  0.145
H24 -5.713 0.978 -1.225  0.145
H25 -5.203 2.793 -2.315  0.120
H26 -4.023 1.918 -3.175  0.127
C16 0.966 5.357 0.165  -0.067
C17 0.972 3.942 -0.364  -0.105
O12 1.374 4.052 -1.728  0.068
C18 1.269 5.318 -2.080  -0.537
O13 1.547 5.698 -3.207  0.113
O14 0.823 6.118 -1.083  0.084
H27 1.894 5.582 0.621  0.121
H28 0.094 5.531 0.800  0.140
H29 -0.026 3.612 -0.300  0.110
H30 1.642 3.317 0.227  0.115
C19 4.256 1.131 -1.299  -0.091
C20 4.036 0.144 -2.402  -0.064
O15 4.212 -1.141 -1.735  0.089
C21 4.559 -0.978 -0.478  -0.607
O16 4.796 -1.816 0.320  0.179
O17 4.706 0.345 -0.172  0.026
H31 3.345 1.720 -1.032  0.130
H32 5.023 1.816 -1.500  0.117
H33 4.910 0.296 -3.003  0.137
H34 3.092 0.270 -2.885  0.094
C22 0.300 -1.792 -3.563  -0.118
C23 1.704 -2.328 -3.625  -0.103
O18 2.343 -1.403 -4.480  0.064
C24 1.425 -0.827 -5.219  -0.574
O19 1.683 0.055 -6.026  0.118
O20 0.169 -1.099 -4.804  0.084
H35 0.074 -1.102 -2.743  0.122
H36 -0.462 -2.540 -3.491  0.101
H37 1.746 -3.279 -4.178  0.145
H38 2.237 -2.399 -2.688  0.122
C25 2.146 3.391 -4.849  -0.109
C26 0.643 3.554 -5.118  -0.068
O21 0.080 2.571 -4.203  0.054
C27 1.019 2.024 -3.404  -0.591
O22 0.814 1.193 -2.589  0.141
O23 2.223 2.603 -3.655  0.023
H39 2.570 4.350 -4.634  0.100
H40 2.710 2.874 -5.685  0.148
H41 0.360 3.294 -6.177  0.150
H42 0.253 4.475 -4.725  0.107
C28 0.671 -5.132 -0.885  -0.131
C29 -0.425 -6.205 -0.635  -0.130
O24 -1.616 -5.572 -1.122  -0.008
C30 -1.342 -4.210 -1.537  -0.489
O25 -2.123 -3.422 -1.888  0.180
O26 0.044 -4.064 -1.582  0.000
H43 1.604 -5.539 -1.405  0.154
H44 0.911 -4.785 0.086  0.096
H45 -0.566 -6.389 0.495  0.149
H46 -0.211 -7.177 -1.173  0.134
C31 -2.915 0.043 3.253  -0.037
C32 -3.812 -0.595 4.319  -0.117
O27 -3.373 0.032 5.527  0.060
C33 -2.850 1.242 5.230  -0.611
O28 -2.511 2.055 6.000  0.171
O29 -2.729 1.428 3.883  0.015
H47 -3.333 0.297 2.251  0.116
H48 -1.901 -0.367 3.235  0.117
H49 -3.691 -1.683 4.509  0.138
H50 -4.862 -0.413 4.110  0.117

Results
- F_max (Eh/bohr) = 0.090
- LUMO (Ha) = 0.016
- HOMO-LUMO gap (eV) = 9.82
- SMILES = O=C1OCCO1.O=C1OCCO1.O=C1OCCO1.O=C1OCCO1.O=C1OCCO1.O=C1OCCO1.O=C1OCCO1.O=C1OCCO1.O=C1OCCO1.CN(C)C=O.CN(C)C=O
- HOMO level (eV) = -9.39
- electronic energy (hartree) = -3578.9734

=====

# 2
A structure of composition C17H19BN6O3Os, computed with ωB97M-V with the def2-TZVPD basis set.

Each line ends with the natural charge from an NBO analysis.
Cartesian coordinates (Å):
C1 0.075 2.879 -0.626  0.034
N1 0.250 1.649 -1.184  -0.244
N2 0.522 1.820 -2.553  -0.322
C2 0.526 3.137 -2.807  0.173
C3 0.245 3.835 -1.626  -0.183
B1 0.705 0.550 -3.451  0.504
N3 1.778 -0.343 -2.763  -0.273
N4 1.590 -0.700 -1.416  -0.251
C4 2.614 -1.542 -1.079  0.040
C5 3.447 -1.705 -2.194  -0.019
C6 2.900 -0.929 -3.206  0.175
Os1 -0.122 -0.169 -0.431  1.443
N5 -0.629 -0.263 -3.294  -0.313
N6 -1.091 -0.630 -2.006  -0.170
C7 -2.267 -1.334 -2.165  0.020
C8 -2.533 -1.401 -3.523  -0.158
C9 -1.500 -0.722 -4.190  0.197
H1 -2.806 -1.714 -1.312  0.289
H2 -1.360 -0.539 -5.243  0.300
H3 -3.380 -1.866 -3.978  0.313
H4 0.944 0.799 -4.590  0.069
H5 3.239 -0.710 -4.209  0.309
H6 0.762 3.485 -3.803  0.297
H7 4.332 -2.316 -2.247  0.316
H8 0.174 4.895 -1.487  0.312
H9 2.666 -1.959 -0.086  0.278
H10 -0.152 2.958 0.431  0.267
H11 -0.038 -1.774 0.597  0.023
C10 0.350 -2.480 1.415  -0.676
H12 0.881 -3.311 0.927  0.274
H13 1.027 -1.918 2.066  0.245
H14 -0.521 -2.798 1.996  0.279
O1 -0.610 2.577 3.566  -0.507
C11 -0.422 1.274 3.839  0.436
C12 0.338 0.916 4.960  -0.127
C13 0.151 -0.343 5.522  -0.175
C14 -0.735 -1.265 4.944  -0.018
C15 -1.364 -0.967 3.731  -0.143
C16 -1.143 0.275 3.131  -0.230
C17 -1.834 0.808 1.918  0.786
O2 -2.532 1.822 2.105  -0.507
O3 -1.692 0.243 0.732  -0.716
H15 -1.514 2.603 3.105  0.532
H16 0.988 1.677 5.388  0.292
H17 0.696 -0.599 6.433  0.293
H18 -0.928 -2.230 5.430  0.281
H19 -2.030 -1.675 3.234  0.259

Results
- F_max (Eh/bohr) = 0.070
- LUMO (alpha / beta) (Ha) = -0.539 / -0.653
- HOMO-LUMO gap (alpha / beta) (eV) = 6.75 / 3.77
- net charge = +4
- 2S+1 = 5
- HOMO level (alpha / beta) (eV) = -21.42 / -21.54
- electronic energy (hartree) = -1327.2250

=====

# 3
A structure of composition C34H53BrN4O4Si2W, computed with ωB97M-V with the def2-TZVPD basis set.

Each line ends with the Löwdin charge.
Cartesian coordinates (Å):
W1 0.645 0.779 0.130  1.780
C1 -5.526 -3.802 -0.019  -0.027
C2 -4.314 -4.264 -0.842  -0.552
C3 -4.029 -5.735 -0.533  -0.050
C4 -4.635 -4.131 -2.335  -0.040
C5 -3.132 -3.372 -0.468  -0.122
C6 -3.082 -2.057 -0.943  -0.041
C7 -2.029 -1.272 -0.544  -0.525
Br1 -1.827 0.475 -1.254  1.039
C8 -1.033 -1.732 0.304  -0.287
O1 -0.050 -0.789 0.621  -0.290
C9 -1.032 -3.027 0.799  -0.073
C10 -2.111 -3.808 0.371  0.070
C11 0.012 -3.570 1.772  -0.522
C12 -0.203 -2.893 3.132  -0.011
C13 1.439 -3.316 1.261  -0.029
C14 -0.148 -5.079 1.957  -0.047
H1 -6.388 -4.427 -0.249  0.098
H2 -5.791 -2.769 -0.245  0.087
H3 -5.330 -3.878 1.051  0.095
H4 -4.851 -6.344 -0.907  0.096
H5 -3.955 -5.924 0.538  0.089
H6 -3.114 -6.083 -1.013  0.097
H7 -5.435 -4.824 -2.594  0.096
H8 -3.771 -4.371 -2.956  0.096
H9 -4.986 -3.135 -2.602  0.077
H10 -3.839 -1.666 -1.606  0.120
H11 -2.152 -4.827 0.722  0.096
H12 -0.179 -1.807 3.058  0.054
H13 0.575 -3.205 3.829  0.101
H14 -1.168 -3.172 3.555  0.103
H15 1.700 -2.257 1.227  0.057
H16 1.586 -3.744 0.267  0.091
H17 2.150 -3.801 1.930  0.096
H18 -1.097 -5.343 2.424  0.094
H19 0.641 -5.436 2.619  0.099
H20 -0.060 -5.620 1.014  0.101
C15 4.168 -0.275 2.893  -0.142
Si1 2.852 1.007 2.727  0.501
C16 1.267 0.586 3.589  -0.153
C17 3.377 2.718 3.203  -0.149
N1 2.360 1.031 0.929  -0.168
C18 3.170 1.517 -0.108  -0.270
C19 4.371 2.223 0.086  0.002
C20 5.037 2.687 -1.017  -0.015
C21 4.517 2.503 -2.317  -0.015
C22 3.357 1.807 -2.523  -0.019
C23 2.699 1.248 -1.412  -0.326
N2 1.600 0.378 -1.469  -0.193
Si2 1.390 -0.662 -3.025  0.516
C24 0.368 -2.151 -2.638  -0.145
C25 3.114 -1.193 -3.469  -0.142
C26 0.570 0.502 -4.222  -0.156
H21 4.168 -0.635 3.924  0.052
H22 5.163 0.116 2.680  0.045
H23 3.993 -1.133 2.242  0.035
H24 1.473 -0.049 4.452  0.059
H25 0.521 0.045 2.998  -0.016
H26 0.779 1.491 3.954  0.050
H27 4.444 2.905 3.096  0.041
H28 3.128 2.849 4.259  0.057
H29 2.838 3.483 2.643  0.027
H30 4.754 2.403 1.075  0.093
H31 5.975 3.209 -0.891  0.126
H32 5.051 2.910 -3.164  0.127
H33 2.966 1.678 -3.520  0.111
H34 0.648 -2.638 -1.703  0.033
H35 0.575 -2.865 -3.438  0.060
H36 -0.705 -1.970 -2.636  0.022
H37 3.100 -2.266 -3.663  0.047
H38 3.841 -1.014 -2.676  0.045
H39 3.480 -0.698 -4.367  0.049
H40 0.486 1.515 -3.826  0.030
H41 -0.436 0.152 -4.458  0.039
H42 1.127 0.557 -5.158  0.050
C27 0.453 5.580 1.916  -0.057
C28 0.051 5.767 0.463  -0.136
C29 -0.888 4.673 -0.120  -0.296
C30 -1.347 5.079 -1.531  -0.154
C31 -2.243 4.054 -2.212  -0.067
C32 -2.118 4.580 0.797  -0.385
O2 -2.912 5.470 0.861  0.174
N3 -2.306 3.409 1.548  0.244
C33 -1.442 2.353 1.583  -0.556
O3 -1.661 1.279 2.104  0.075
N4 -0.234 2.537 0.908  -0.002
C34 -0.152 3.378 -0.144  -0.437
O4 0.582 2.928 -1.049  0.006
H43 1.078 6.412 2.235  0.093
H44 1.020 4.660 2.078  0.049
H45 -0.416 5.563 2.576  0.090
H46 0.927 5.826 -0.187  0.133
H47 -0.501 6.701 0.346  0.137
H48 -0.458 5.278 -2.131  0.132
H49 -1.883 6.022 -1.420  0.133
H50 -1.706 3.126 -2.426  0.030
H51 -2.608 4.436 -3.162  0.093
H52 -3.123 3.826 -1.605  0.087
H53 -3.180 3.321 2.054  0.187

Results
- F_max (Eh/bohr) = 0.038
- LUMO (Ha) = -0.279
- HOMO-LUMO gap (eV) = 6.78
- net charge = +2
- HOMO level (eV) = -14.38
- electronic energy (hartree) = -5067.1609